No. 1
C3H3N3O2 | ωB97M-V with the def2-TZVPD basis set

The calculation puts the total energy at -430.751109 hartree. Its gap between HOMO and LUMO is 7.769 eV. As for the energy relative to the best compared isomer or geometry (same formula, charge and spin): 445.99 kJ/mol. Its charge is 0. As for the structure (SMILES): [H]/N=c1/[nH]cc(N=O)o1. The calculation puts the HOMO energy at -0.3215 hartree.

Structure (XYZ):
```
11
Properties=species:S:1:pos:R:3:forces:R:3:lowdin_charge:R:1
H -2.443636 -1.796153 0.014916 -0.003 1.376 -0.098 0.082
N -2.369299 -0.746798 -0.018710 0.259 -1.644 0.394 0.134
C -1.149362 -0.418696 -0.002736 -2.204 0.624 -0.480 -0.487
N -0.751362 0.941900 -0.028369 -1.523 2.057 0.669 0.103
C 0.584572 0.995408 -0.131648 1.005 -0.713 1.130 0.004
C 1.000933 -0.303594 -0.121868 1.071 -0.704 -0.117 -0.302
N 2.183043 -0.977579 0.064622 2.015 1.999 -0.400 0.027
O 3.183002 -0.235150 -0.024576 -1.213 -1.210 0.177 -0.045
O -0.053344 -1.206785 -0.093388 -0.491 1.647 0.170 0.114
H -1.311772 1.829353 0.275643 0.999 -2.938 -0.950 0.221
H 1.127221 1.918089 0.066117 0.084 -0.495 -0.493 0.149
```
Positions in Å, forces in eV/Å.

=====

No. 2
C3H3N3O2 | ωB97M-V with the def2-TZVPD basis set

The calculation puts the total energy at -430.587055 hartree. Its gap between HOMO and LUMO is 7.286 eV. As for the energy relative to the best compared isomer or geometry (same formula, charge and spin): 876.72 kJ/mol. Its charge is 0. The calculation puts the HOMO energy at -0.3554 hartree.

Structure (XYZ):
```
11
Properties=species:S:1:pos:R:3:forces:R:3:lowdin_charge:R:1
C -0.305653 0.816137 -0.152439 -2.521 3.820 1.201 -0.091
C 0.946467 0.890057 0.218526 1.727 -4.684 -1.678 0.030
C 1.674739 -0.361963 -0.111558 4.168 0.889 0.151 -0.395
H -2.713035 -1.103042 0.893613 0.486 2.639 -4.084 0.370
H -0.756202 1.784257 -0.114114 -1.224 0.196 -0.371 0.132
H 1.387575 1.794371 0.359361 1.390 2.252 0.419 0.088
N -1.079406 -0.254294 -0.279249 1.821 -1.533 -1.071 -0.281
N 0.840923 -1.521919 0.153659 -2.549 1.160 -2.144 0.127
N -0.471852 -1.413041 -0.101679 1.905 -1.337 1.680 0.064
O -2.436757 -0.231820 -0.394151 0.286 -2.904 4.341 -0.047
O 2.913197 -0.398747 -0.471968 -5.491 -0.497 1.556 0.003
```
Positions in Å, forces in eV/Å.